This record from the Open Molecules 2025 dataset describes a structure of composition C8B2O16Tl in a non-equilibrium geometry. The level of theory is wB97M-V/def2-TZVPD.

Positions of all 27 atoms, in Å:
O1 -0.2412 4.1552 2.3226
O2 1.7697 -5.2080 -1.6050
C1 -1.7885 6.3214 0.3991
O3 0.0816 4.9946 0.0004
C2 -0.3223 6.2733 -0.1896
C3 0.5302 -2.8045 0.5443
C4 1.6552 -5.6648 -2.8486
O4 -2.0264 5.1809 0.9615
O5 -0.2966 0.8679 1.2141
O6 -0.0395 -4.0755 -2.6958
B1 0.6201 -4.1837 -1.3944
O7 2.4200 -6.4391 -3.4607
C5 -0.4032 2.0909 1.2666
O8 -2.5155 7.3001 0.4400
C6 0.4286 -4.9517 -3.5201
O9 0.2357 7.1939 -0.7248
C7 -0.4146 -4.0587 0.6665
C8 0.0013 2.8433 2.5021
O10 0.5516 2.3988 3.5028
O11 1.0079 -2.8599 -0.7528
O12 -0.2865 -4.8255 -0.4361
O13 -0.9369 2.9508 0.4223
O14 -0.9732 -4.3113 1.7585
O15 0.7893 -1.9359 1.3959
B2 -0.7952 4.3181 0.9713
O16 0.0816 -5.1461 -4.6584
Tl1 0.8669 -0.4247 3.9182

Properties
Net charge: +1
E_HOMO (eV): -12.85

Löwdin atomic charge list, values in e, 2 entries: O 0.2605; O 0.2672

=====

This record from the Open Molecules 2025 dataset describes a structure of composition C52H45Cl2O8S3Ta. The level of theory is wB97M-V/def2-TZVPD.

Positions of all 111 atoms, in Å:
H1 -1.0125 2.2809 -6.2927
H2 -6.3570 2.2719 -0.2524
C1 -0.2433 -3.1419 -0.8809
C2 -1.8255 -5.1791 -1.9457
H3 -3.4871 -3.9749 -1.4469
C3 -5.1724 0.4197 2.3686
H4 5.2064 -2.6444 0.9623
H5 3.1251 0.0687 -2.2359
H6 0.9925 4.6341 -3.3395
C4 4.5283 -0.5805 0.7737
O1 0.2451 -6.3438 -2.3810
C5 -5.0946 4.5730 1.6913
H7 2.0046 4.0993 -5.7479
C6 -1.6535 -3.0009 -0.8725
C7 -3.7745 -1.7213 -0.2741
O2 -0.2912 1.2796 1.1037
H8 -0.4160 3.6401 -1.5793
C8 -6.3758 -0.2490 2.6894
C9 3.5087 0.3694 0.6585
H9 1.4375 -4.3690 -1.3552
C10 5.1172 2.1493 0.7172
O3 -3.2184 0.4950 -2.3553
C11 0.9464 4.1515 -6.0061
C12 -1.5035 2.3936 -2.9572
C13 -1.6753 2.0060 -4.2739
H10 -4.7756 5.8575 -2.7097
H11 -4.1401 -1.5133 -1.2824
C14 -2.8161 1.7010 1.6873
H12 6.6439 -0.8576 0.9699
C15 -5.1599 1.3533 1.3025
C16 -6.3550 1.5729 0.5730
C17 -0.5402 3.3355 -2.6120
H13 0.0665 -1.0491 -4.6349
O4 0.3529 0.4049 -1.4128
C18 0.2320 5.2871 6.3397
C19 0.2480 3.8915 -3.6019
H14 -1.1331 -7.8895 -2.1540
C20 -5.6071 6.5191 -0.2433
H15 -4.2428 -2.6300 0.1005
C21 -5.7208 5.7381 2.0292
C22 4.2966 -2.0456 0.7750
C23 2.4202 -0.6043 -2.7226
C24 -4.5441 5.1066 -1.9648
C25 -4.6873 4.3348 0.3526
H16 -5.8060 7.2677 -0.9998
H17 -0.5418 5.1040 7.0880
C26 6.1369 1.2172 0.8409
H18 -6.0244 5.9089 3.0535
H19 -1.2110 6.2208 4.2358
H20 -4.0382 -0.8795 0.3566
C27 -7.5134 -0.0132 1.9713
C28 -0.7739 3.2403 2.7309
C29 -0.8715 2.5716 -5.2586
O5 -1.6257 -0.8735 0.1434
O6 0.5467 -2.1644 -0.4087
C30 -3.5698 3.0045 -1.3353
O7 3.2335 -2.5780 0.5759
C31 0.3306 3.2703 4.8379
H21 -1.8021 5.0460 2.1504
C32 -0.4226 -5.2964 -1.9209
C33 -3.8571 3.9851 -2.3119
C34 -0.1505 -1.0220 -3.5665
H22 -2.4409 1.2791 -4.5176
H23 -1.1870 -0.7188 -3.4079
Cl1 7.7737 1.7440 0.9544
C35 -7.4988 0.9012 0.8977
O8 2.2062 -0.0060 0.5852
S1 -1.2939 2.4671 1.2331
H24 -2.4415 -5.9625 -2.3587
H25 0.2965 6.3633 6.1889
H26 -8.4033 1.0727 0.3300
H27 0.0596 -1.9832 -3.0999
H28 -3.5220 3.8417 -3.3302
H29 0.6931 5.2066 -6.1199
C36 -2.2920 -1.8463 -0.3223
H30 -8.4307 -0.5285 2.2226
H31 0.2728 -8.1839 -3.2017
Cl2 0.2053 -1.3847 2.6065
C37 -5.9853 6.7214 1.0515
H32 5.3545 3.2040 0.6976
Ta1 0.4140 -0.4826 0.4809
C38 -3.9427 2.0362 0.9783
H33 2.9916 2.4373 0.5499
H34 0.3498 1.5776 3.5140
H35 -4.9066 3.8264 2.4525
C39 -2.4092 -4.0542 -1.4249
C40 5.8427 -0.1354 0.8726
C41 -2.8129 0.7633 2.7466
C42 0.0961 3.5187 -4.9414
C43 -0.4807 -7.4597 -2.9137
S2 0.8653 0.2633 -2.8628
H36 -6.3780 -0.9522 3.5128
C44 -4.9460 5.3265 -0.6239
H37 2.7640 -0.8186 -3.7351
H38 1.1771 4.9358 6.7500
C45 -0.8783 5.2020 4.0835
C46 0.0004 2.5885 3.6795
C47 -3.9757 0.1515 3.0861
H39 -1.8962 0.5461 3.2765
H40 2.2900 -1.5197 -2.1473
H41 -6.4912 7.6346 1.3343
H42 0.9428 2.7795 5.5841
C48 -1.2101 4.5470 2.9105
C49 -4.0125 3.1359 -0.0368
C50 3.8012 1.7233 0.6287
H43 -4.0014 -0.5580 3.9037
H44 0.8034 3.6674 -6.9702
C51 0.3616 -4.2653 -1.3912
S3 -2.4905 1.6151 -1.6868
C52 -0.1075 4.5759 5.0626
H45 -1.0574 -7.1603 -3.7889

Properties
Net charge: +2
E_HOMO (eV): -12.61

Löwdin atomic charge list, values in e, 2 entries: H 0.1224; H 0.1268

=====

| no. | E_LUMO (eV) |
| --- | --- |
| 1 | -11.670 |
| 2 | -5.667 |